No. 1
19
Properties=species:S:1:pos:R:3:forces:R:3 method="wB97M-V/def2-TZVPD" gap_ev="6.5 / 6.5" max_force_ha_per_bohr=0.0953 lumo_energy_ev="-5.58 / -5.58" total_charge=+1 relative_energy_kj_mol=436.73
C 0.334771 1.447916 -0.872712 0.4 2.0 -0.7
C -0.927103 1.376382 -0.396031 2.7 0.4 -1.4
C 2.026955 -0.049629 -1.601482 0.3 0.7 2.2
C 1.594750 0.691198 -0.568449 -1.3 -0.5 -1.4
C -0.914584 -0.651192 0.864161 -1.8 -0.7 0.5
C 1.910684 -0.522814 -2.771941 0.8 -0.8 -1.5
C -1.756512 -1.662266 1.630728 1.6 -2.0 -2.4
N -1.507993 0.421742 0.376331 1.7 -4.2 2.0
N 2.066821 0.812620 0.694047 -1.2 0.2 -1.6
O 2.028101 -1.067367 -3.794590 -0.5 0.3 0.2
H 0.536036 2.318947 -1.658804 -0.6 -2.0 1.9
H -1.547060 2.101137 -0.748697 -2.0 1.7 -0.8
H 0.149708 -0.783248 0.776627 0.2 0.0 -0.1
H -2.792788 -1.449921 1.627827 -1.0 0.8 1.1
H -1.868018 -2.752737 1.223026 0.8 1.8 -0.8
H -1.185137 -2.066002 2.449918 -0.3 0.9 1.4
H -2.479520 0.269535 0.523056 -1.3 1.3 -0.4
H 1.349758 1.035132 1.342640 0.4 0.6 1.1
H 2.981132 0.530562 0.904345 1.1 -0.6 0.7


No. 2
19
Properties=species:S:1:pos:R:3:forces:R:3 method="wB97M-V/def2-TZVPD" gap_ev=10.3 max_force_ha_per_bohr=0.0952 lumo_energy_ev=-3.06 total_charge=+1 relative_energy_kj_mol=270.45 smiles=Cc1con2c(C)c[nH+]c12
C 1.649428 -1.195190 0.003753 1.0 -1.6 -0.9
C 1.780000 0.141368 -0.035979 0.6 -0.3 1.6
C -0.365210 -0.449648 -0.097200 -3.8 3.1 0.6
C -1.390325 1.592058 -0.040982 -1.9 -2.8 0.2
C -1.722680 0.273668 0.046389 1.0 -1.8 -1.2
C 2.981056 0.948231 0.230211 -1.4 1.3 -1.0
C -3.035970 -0.475118 0.204703 1.7 -1.0 -1.6
N 0.463186 0.573324 -0.034906 1.7 -0.7 -0.7
N 0.356310 -1.562171 -0.137781 -2.0 1.2 0.5
O -0.072261 1.789083 -0.119476 0.9 1.2 0.3
H 2.295605 -2.041288 0.075231 1.1 0.3 0.0
H -2.137611 2.354112 -0.057889 0.5 1.0 0.0
H 2.733755 1.891876 -0.231079 0.3 0.8 0.1
H 3.257677 1.110417 1.249950 0.0 -0.2 0.7
H 3.772105 0.587737 -0.352386 1.4 -0.7 -0.5
H -2.899624 -1.511240 -0.120171 0.7 -0.2 0.4
H -3.830381 -0.309580 -0.489145 -0.7 1.5 0.0
H -3.280905 -0.539054 1.216945 -0.9 0.2 1.5
H -0.063153 -2.425011 -0.366704 0.0 -1.2 0.1